No. 1
Density functional theory data (wB97M-V/def2-TZVPD) for a 2-piece molecular cluster, C39H42N3 overall in a non-equilibrium geometry.

Element x y z (Å)
C1 -3.79 -2.46 2.08
C2 -3.39 -1.16 2.65
N1 -4.30 -0.23 3.02
C3 -5.74 -0.40 2.90
C4 -3.66 0.90 3.55
C5 -2.27 0.63 3.54
C6 -1.42 1.55 4.13
C7 -1.93 2.77 4.60
C8 -3.30 3.04 4.54
C9 -4.20 2.08 4.04
C10 -2.08 -0.67 2.91
C11 -0.89 -1.36 2.68
C12 0.43 -0.86 2.86
C13 1.47 -1.52 3.55
C14 1.44 -2.84 4.20
N2 2.55 -0.69 3.62
C15 3.78 -1.01 4.33
C16 2.30 0.50 2.94
C17 0.98 0.40 2.41
C18 0.45 1.47 1.69
C19 1.23 2.62 1.52
C20 2.51 2.72 2.09
C21 3.07 1.65 2.81
H1 -2.87 -3.02 1.88
H2 -4.40 -3.06 2.77
H3 -4.34 -2.37 1.13
H4 -6.21 0.51 3.28
H5 -6.04 -0.55 1.86
H6 -6.10 -1.26 3.49
H7 -0.36 1.32 4.21
H8 -1.24 3.51 5.01
H9 -3.67 4.00 4.91
H10 -5.28 2.24 4.00
H11 -0.98 -2.41 2.41
H12 0.45 -3.26 3.99
H13 2.19 -3.54 3.81
H14 1.55 -2.78 5.29
H15 4.46 -0.17 4.23
H16 3.58 -1.20 5.40
H17 4.26 -1.91 3.92
H18 -0.56 1.38 1.30
H19 0.83 3.46 0.95
H20 3.08 3.64 1.95
H21 4.06 1.68 3.27
C22 4.68 -3.04 -2.14
C23 4.45 -3.17 -3.50
C24 3.64 -2.24 -4.20
C25 3.38 -2.37 -5.59
C26 2.59 -1.45 -6.26
C27 2.02 -0.37 -5.56
C28 2.23 -0.21 -4.20
C29 1.56 0.96 -3.50
C30 0.18 0.59 -2.95
C31 -0.44 1.70 -2.09
C32 -1.84 2.06 -2.63
C33 -1.67 2.51 -4.11
C34 -1.07 1.38 -4.92
N3 -0.73 0.21 -4.03
C35 -2.01 -0.31 -3.43
C36 -2.71 0.77 -2.62
C37 3.05 -1.14 -3.48
C38 3.30 -1.04 -2.09
C39 4.10 -1.97 -1.43
H22 5.31 -3.76 -1.62
H23 4.88 -3.99 -4.07
H24 3.83 -3.21 -6.12
H25 2.40 -1.55 -7.33
H26 1.41 0.36 -6.09
H27 2.18 1.30 -2.65
H28 1.45 1.82 -4.18
H29 0.30 -0.32 -2.33
H30 -0.49 1.34 -1.05
H31 0.20 2.59 -2.11
H32 -2.31 2.85 -2.03
H33 -2.64 2.78 -4.54
H34 -1.01 3.39 -4.17
H35 -1.80 1.02 -5.66
H36 -0.17 1.70 -5.45
H37 -2.65 -0.64 -4.26
H38 -1.78 -1.18 -2.80
H39 -2.85 0.42 -1.60
H40 -3.69 0.97 -3.05
H41 2.85 -0.23 -1.52
H42 4.29 -1.86 -0.36

HOMO-LUMO gap: 0.1867 Ha
E_LUMO: -4.31 eV
Charge: +1
Highest occupied orbital energy: -9.39 eV
2S+1: 1
ΔE to the lowest compared entry with this formula, charge and spin: 0.00 kJ/mol

***

No. 2
Density functional theory data (wB97M-V/def2-TZVPD) for C31H46HfN4P2Si as an isolated structure in a non-equilibrium geometry.

Element x y z (Å)
Hf1 -0.54 -1.37 2.53
C1 -1.61 2.20 2.40
C2 -1.47 1.00 1.72
C3 -0.39 0.70 0.67
C4 0.94 0.11 1.07
C5 1.96 1.16 1.63
C6 1.72 2.46 1.87
C7 0.55 3.29 1.42
C8 -0.64 3.32 2.41
C9 0.29 -3.33 2.14
H1 -2.43 2.27 3.13
H2 -2.40 0.38 1.61
H3 -0.22 1.61 0.09
H4 -0.87 0.14 -0.18
H5 1.04 -1.00 1.53
H6 1.38 -0.19 0.07
H7 2.79 0.64 2.16
H8 2.25 2.90 2.72
H9 0.23 3.00 0.42
H10 0.89 4.32 1.26
H11 -0.24 3.45 3.45
H12 -1.20 4.29 2.23
H13 0.17 -3.98 3.04
H14 1.30 -3.50 1.74
H15 -0.41 -3.75 1.38
P1 1.78 -1.10 -1.73
P2 -2.27 -0.25 -1.72
N1 3.09 -0.03 -2.19
N2 2.25 -2.35 -2.89
N3 -2.22 1.31 -2.51
N4 -3.69 -0.82 -2.67
C10 0.43 -0.26 -2.63
C11 -0.92 -1.01 -2.59
C12 4.29 0.07 -1.45
C13 5.21 0.80 -2.20
C14 4.59 1.14 -3.44
C15 3.30 0.63 -3.41
C16 2.57 -3.66 -2.50
C17 2.95 -4.38 -3.63
C18 2.87 -3.48 -4.75
C19 2.45 -2.25 -4.27
C20 -2.98 2.37 -1.97
C21 -2.82 3.50 -2.77
C22 -1.90 3.15 -3.81
C23 -1.55 1.81 -3.65
C24 -4.34 -0.31 -3.80
C25 -5.22 -1.27 -4.28
C26 -5.10 -2.43 -3.45
C27 -4.16 -2.14 -2.48
H16 0.74 -0.14 -3.68
H17 0.39 0.76 -2.24
H18 -1.26 -1.23 -3.60
H19 -0.81 -1.97 -2.06
H20 4.36 -0.37 -0.47
H21 6.22 1.06 -1.90
H22 5.02 1.68 -4.28
H23 2.53 0.67 -4.15
H24 2.49 -3.94 -1.47
H25 3.24 -5.42 -3.66
H26 3.08 -3.71 -5.79
H27 2.26 -1.32 -4.79
H28 -3.55 2.20 -1.07
H29 -3.32 4.45 -2.62
H30 -1.52 3.82 -4.56
H31 -0.87 1.20 -4.22
H32 -4.15 0.69 -4.15
H33 -5.87 -1.17 -5.15
H34 -5.64 -3.37 -3.55
H35 -3.78 -2.72 -1.66
C28 -1.57 1.08 5.76
Si1 -0.08 -0.04 5.64
C29 1.02 0.70 6.99
C30 -0.48 -1.85 5.96
C31 0.72 -0.25 3.93
H36 -1.84 1.20 6.83
H37 -2.44 0.66 5.25
H38 -1.38 2.08 5.34
H39 0.62 0.45 7.98
H40 2.06 0.36 6.94
H41 1.04 1.80 6.92
H42 -1.30 -2.21 5.31
H43 0.42 -2.46 5.76
H44 -0.78 -2.00 7.00
H45 1.00 0.75 3.60
H46 1.73 -0.63 4.14

HOMO-LUMO gap: 0.1396 Ha
E_LUMO: -8.53 eV
Charge: +2
Highest occupied orbital energy: -12.33 eV
2S+1: 1

***

No. 3
Density functional theory data (wB97M-V/def2-TZVPD) for a 2-piece molecular cluster, C5H12NO2 overall in a non-equilibrium geometry.

Element x y z (Å)
O1 -1.00 -1.73 -0.30
C1 -2.12 -1.25 -0.37
C2 -2.20 0.26 -0.71
C3 -0.91 0.96 -0.14
C4 0.38 1.19 -0.89
C5 2.39 0.00 -0.10
N1 1.20 0.02 -0.57
H1 -2.94 -1.95 -0.48
H2 -2.27 0.35 -1.79
H3 -3.09 0.67 -0.27
H4 -1.26 2.01 0.07
H5 -0.76 0.43 0.84
H6 0.15 1.59 -1.94
H7 1.04 2.06 -0.76
H8 2.88 -0.86 0.30
H9 2.99 0.90 -0.08
H10 0.63 -0.83 -0.67
H11 1.05 -1.25 3.15
H12 2.36 -1.50 2.37
O2 1.50 -1.06 2.32

HOMO-LUMO gap: 0.3511 Ha
E_LUMO: -4.39 eV
Charge: +1
Highest occupied orbital energy: -13.94 eV
2S+1: 1
ΔE to the lowest compared entry with this formula, charge and spin: 219.69 kJ/mol

***

No. 4
Density functional theory data (wB97M-V/def2-TZVPD) for a 2-piece molecular cluster, C10H15ClN overall in a non-equilibrium geometry.

Element x y z (Å)
C1 3.11 -1.81 0.46
C2 3.13 -0.47 0.84
C3 2.06 -2.41 -0.27
C4 2.11 0.27 0.34
C5 0.91 -1.66 -0.49
C6 0.94 -0.27 -0.27
C7 -2.36 1.46 -0.91
C8 -1.87 -0.58 0.27
C9 -1.19 1.51 1.25
C10 -0.06 0.67 -0.72
N1 -1.43 0.79 -0.02
Cl1 0.47 2.06 -1.43
H1 4.03 -2.30 0.62
H2 4.03 -0.05 1.21
H3 2.17 -3.40 -0.51
H4 2.24 1.34 0.41
H5 0.12 -2.08 -1.20
H6 -2.28 0.98 -1.80
H7 -3.33 1.55 -0.48
H8 -2.10 2.50 -0.83
H9 -1.70 -1.27 -0.50
H10 -1.42 -0.99 1.12
H11 -2.96 -0.61 0.32
H12 -0.83 2.50 1.08
H13 -2.19 1.75 1.84
H14 -0.54 1.05 1.97
H15 -1.04 -0.53 -2.31

HOMO-LUMO gap (alpha / beta): 0.3073 / 0.2785 Ha
E_LUMO (alpha / beta): -4.65 / -4.65 eV
Charge: +1
Highest occupied orbital energy (alpha / beta): -13.01 / -12.22 eV
2S+1: 1
ΔE to the lowest compared entry with this formula, charge and spin: 466.43 kJ/mol

***

Number 1: energy -1675.401984 Eh. Number 2: energy -2447.256541 Eh. Number 3: energy -402.638159 Eh. Number 4: energy -904.540802 Eh.